(1)
Here is a cluster of 6 separate species, C32H84F2N5O8PS2 in total from OMol25. Energies are from ωB97M-V/def2-TZVPD.

Geometry (Å):
C  23.7828  -17.6656  -10.5855
C  23.9567  -16.6912  -9.4340
C  25.3673  -16.5998  -8.9003
O  25.2901  -15.6488  -7.8586
C  26.4521  -15.5237  -7.0800
N  23.4414  -15.3325  -9.7979
H  23.6294  -14.6622  -9.0423
H  24.0297  -14.9483  -10.5462
H  22.4653  -15.3583  -10.1014
H  22.7254  -17.8050  -10.8147
H  24.0879  -18.6608  -10.2589
H  24.3589  -17.4079  -11.4739
H  23.2934  -16.9977  -8.6266
H  26.1037  -16.3827  -9.6856
H  25.6713  -17.5642  -8.4769
H  26.2743  -14.8501  -6.2472
H  27.3577  -15.1707  -7.5925
H  26.8308  -16.4746  -6.6756
C  19.7602  -12.4453  -14.0750
C  20.0839  -12.2481  -12.6127
C  19.8804  -13.4838  -11.7831
O  20.2882  -13.3081  -10.4309
C  19.4743  -14.0794  -9.4838
N  21.5690  -11.7910  -12.5198
H  22.3279  -12.3916  -12.8434
H  21.6357  -10.9259  -13.0676
H  21.7485  -11.5068  -11.5519
H  18.7705  -12.8807  -14.1996
H  20.4605  -13.0750  -14.6253
H  19.7667  -11.4673  -14.5621
H  19.6699  -11.3338  -12.1850
H  20.4529  -14.3407  -12.1751
H  18.8368  -13.7969  -11.8759
H  19.0105  -14.9209  -9.9904
H  18.7450  -13.3938  -9.0607
H  20.2120  -14.4250  -8.7651
C  9.6569  -17.8349  -5.9024
C  10.3669  -17.3666  -7.1592
C  11.7991  -17.8919  -7.2810
O  12.5241  -17.3133  -6.2384
C  13.9167  -17.1827  -6.5142
N  9.5427  -17.8176  -8.3439
H  9.5010  -18.8331  -8.4903
H  8.5560  -17.5418  -8.2957
H  9.9024  -17.4390  -9.2262
H  10.0965  -17.4185  -5.0016
H  9.6773  -18.9287  -5.8611
H  8.5998  -17.5593  -5.9248
H  10.3364  -16.2779  -7.2265
H  12.1981  -17.6714  -8.2782
H  11.7619  -18.9801  -7.1095
H  14.4023  -16.7180  -5.6616
H  14.0671  -16.4193  -7.2912
H  14.3990  -18.0895  -6.8809
C  21.4036  -15.3615  -3.3454
C  21.1044  -15.7524  -4.7752
C  22.3293  -16.2063  -5.5521
O  22.7567  -17.3800  -4.9233
C  23.8607  -18.0261  -5.5117
N  20.0884  -16.8710  -4.7188
H  20.4433  -17.7655  -4.3747
H  19.3038  -16.6215  -4.1132
H  19.6835  -16.9785  -5.6710
H  21.5700  -16.1986  -2.6720
H  20.6311  -14.7064  -2.9284
H  22.2538  -14.6789  -3.2608
H  20.6128  -14.9442  -5.3186
H  23.0266  -15.3645  -5.4045
H  22.2426  -16.2886  -6.6420
H  23.7813  -18.2186  -6.5837
H  24.0141  -18.9562  -4.9630
H  24.7982  -17.4897  -5.3100
C  16.4367  -20.0774  -10.5835
C  15.5590  -21.2974  -10.3520
C  15.7312  -22.0084  -9.0170
C  14.8441  -21.3685  -7.9233
P  14.6490  -22.4218  -6.4700
C  16.2340  -22.5701  -5.6175
C  17.1050  -21.3062  -5.6929
C  18.5212  -21.5265  -5.0986
C  19.3243  -20.2413  -5.1414
C  13.4110  -21.6911  -5.3764
C  13.8537  -20.4384  -4.6174
C  12.7372  -19.8771  -3.7642
C  13.0858  -18.6300  -2.9323
C  14.1749  -24.1466  -6.8858
C  14.2020  -25.0564  -5.6258
C  13.8208  -26.4672  -5.9775
C  13.6375  -27.3845  -4.7486
H  16.6663  -19.5542  -9.6535
H  15.9029  -19.2673  -11.1007
H  17.2909  -20.2071  -11.2429
H  15.7939  -22.0197  -11.1468
H  14.5031  -21.1962  -10.6315
H  16.7829  -22.0565  -8.7335
H  15.3617  -23.0311  -9.1286
H  13.8497  -21.2386  -8.3552
H  15.2960  -20.4270  -7.5999
H  16.7385  -23.4429  -6.0394
H  16.0549  -22.7932  -4.5622
H  16.6650  -20.4630  -5.1551
H  17.2206  -20.9658  -6.7253
H  18.8863  -22.3698  -5.6910
H  18.3576  -21.9205  -4.0925
H  19.8217  -20.1102  -6.0993
H  20.0811  -20.2457  -4.3528
H  18.6570  -19.4080  -4.8985
H  13.2978  -22.4631  -4.6053
H  12.4913  -21.5763  -5.9487
H  14.0836  -19.6391  -5.3401
H  14.8144  -20.5492  -4.1149
H  12.2329  -20.6298  -3.1471
H  11.8877  -19.5683  -4.3924
H  13.5440  -18.9643  -2.0002
H  12.2616  -17.9420  -2.8005
H  13.9130  -18.1264  -3.4476
H  14.9593  -24.5256  -7.5475
H  13.2078  -24.2067  -7.3816
H  13.3953  -24.6754  -4.9829
H  15.1315  -24.9302  -5.0775
H  14.6054  -26.9799  -6.5448
H  12.8982  -26.6144  -6.5430
H  13.5024  -28.4115  -5.0723
H  12.9309  -27.0077  -4.0084
H  14.5677  -27.3995  -4.1616
N  19.0506  -16.8304  -7.4872
S  17.6110  -17.0727  -7.9507
O  16.9793  -18.3215  -7.6352
O  17.2933  -16.5286  -9.2405
F  16.8842  -16.0935  -6.9064
S  19.9076  -17.7809  -8.5640
O  20.8759  -17.0541  -9.3341
O  19.2541  -18.9043  -9.1369
F  20.8136  -18.4373  -7.4189

Values from the calculation:
Kohn-Sham gap: 9.230 eV
net charge: +4
energy relative to the best compared isomer or geometry (same formula, charge and spin): 0.0 kJ/mol

---

(2)
Here is a structure of composition C57H49N5OP2PtS2 from OMol25. Energies are from ωB97M-V/def2-TZVPD.

Geometry (Å):
Pt  0.0208  0.1933  -0.2264
C  -4.1413  -4.4706  3.6213
C  -4.0324  -3.1984  2.7773
C  -5.4205  -2.5402  2.6563
C  -3.0785  -2.1976  3.4262
C  -3.0241  -1.9864  4.7985
C  -2.1925  -1.0231  5.3537
C  -1.3567  -0.2768  4.5426
C  -1.3574  -0.4728  3.1621
P  -0.0765  0.3375  2.1377
C  1.4624  -0.3937  2.7776
C  1.4641  -1.5985  3.4781
C  2.6679  -2.1864  3.8488
C  3.8692  -1.5701  3.5317
C  3.8690  -0.3617  2.8441
C  2.6732  0.2255  2.4631
C  -0.1142  2.0410  2.7480
C  -0.9455  2.9581  2.1106
C  -1.0865  4.2409  2.6133
C  -0.3980  4.6130  3.7608
C  0.4379  3.7057  4.3952
C  0.5912  2.4249  3.8853
C  -2.2596  -1.3941  2.6421
O  -2.2918  -1.4678  1.2836
C  -2.7432  -2.6115  0.6944
C  -2.3547  -2.7567  -0.6288
C  -2.7826  -3.8867  -1.3208
C  -3.5643  -4.8306  -0.6743
C  -3.9370  -4.6430  0.6510
C  -3.5392  -3.5204  1.3704
P  -1.4661  -1.3829  -1.4157
C  -0.5829  -2.1808  -2.7818
C  0.1885  -3.3111  -2.5050
C  0.9805  -3.8761  -3.4919
C  1.0156  -3.3136  -4.7624
C  0.2518  -2.1895  -5.0444
C  -0.5447  -1.6235  -4.0583
C  -2.8062  -0.3814  -2.1064
C  -3.1004  0.8425  -1.5138
C  -4.1637  1.6078  -1.9677
C  -4.9367  1.1498  -3.0241
C  -4.6582  -0.0776  -3.6138
C  -3.6033  -0.8470  -3.1516
H  -4.5202  -4.2481  4.6168
H  -3.1760  -4.9679  3.7202
H  -4.8476  -5.1697  3.1773
H  -5.8046  -2.2861  3.6448
H  -6.1218  -3.2232  2.1758
H  -5.3706  -1.6262  2.0624
H  -3.6534  -2.5714  5.4547
H  -2.1873  -0.8672  6.4232
H  -0.6907  0.4481  4.9889
H  0.5325  -2.0834  3.7380
H  2.6625  -3.1180  4.3982
H  4.8049  -2.0234  3.8310
H  4.8057  0.1260  2.6066
H  2.6750  1.1735  1.9379
H  -1.4824  2.6715  1.2131
H  -1.7366  4.9479  2.1158
H  -0.5189  5.6099  4.1635
H  0.9656  3.9920  5.2956
H  1.2666  1.7310  4.3705
H  -2.5031  -4.0329  -2.3562
H  -3.8966  -5.7112  -1.2055
H  -4.5643  -5.3860  1.1237
H  0.1539  -3.7636  -1.5202
H  1.5602  -4.7634  -3.2744
H  1.6258  -3.7616  -5.5352
H  0.2674  -1.7529  -6.0348
H  -1.1344  -0.7448  -4.2853
H  -2.4986  1.2018  -0.6810
H  -4.3881  2.5567  -1.5002
H  -5.7661  1.7437  -3.3836
H  -5.2712  -0.4392  -4.4280
H  -3.4039  -1.8095  -3.6061
N  2.3315  0.5481  -3.9444
C  1.5749  0.9315  -5.0848
C  2.0526  0.6774  -6.3567
C  1.2852  1.0234  -7.4624
C  0.0313  1.5880  -7.2900
C  -0.4556  1.8159  -6.0083
C  0.3294  1.5108  -4.9090
S  -0.2368  1.8852  -3.2787
N  0.6049  0.7023  -2.3798
C  1.7337  0.2335  -2.7661
C  2.3889  -0.7764  -1.8844
C  3.5089  -1.4968  -2.2580
C  3.9879  -2.4952  -1.4224
C  3.3148  -2.7652  -0.2475
C  2.2028  -2.0023  0.0674
N  1.7684  -1.0208  -0.7199
H  3.2229  0.1286  -4.1445
H  3.0224  0.2125  -6.4885
H  1.6688  0.8402  -8.4559
H  -0.5712  1.8508  -8.1478
H  -1.4380  2.2469  -5.8635
H  4.0114  -1.3172  -3.1971
H  4.8634  -3.0641  -1.7027
H  3.6346  -3.5490  0.4234
H  1.6448  -2.1747  0.9753
C  3.8924  7.0980  0.0188
C  3.6571  5.7924  0.6993
C  4.1965  5.4165  1.8960
C  3.8781  4.1402  2.3919
N  3.0758  3.3000  1.7527
C  2.5457  3.6624  0.5804
S  1.5134  2.7035  -0.3647
N  2.8523  4.9017  0.0794
C  4.4277  3.6745  3.6998
H  4.4917  7.7518  0.6454
H  2.9460  7.5937  -0.2005
H  4.4183  6.9415  -0.9244
H  4.8510  6.0818  2.4370
H  2.4235  5.1374  -0.8079
H  5.2780  4.2711  4.0201
H  4.7094  2.6249  3.6332
H  3.6440  3.7537  4.4557

Values from the calculation:
Kohn-Sham gap (alpha / beta): 6.547 / 6.277 eV
<S²>: 2.008
net charge: +2
energy relative to the best compared isomer or geometry (same formula, charge and spin): 0.0 kJ/mol
2S+1: 3

---

(3)
Here is a structure of composition C26H18Cl6N5O10P2V from OMol25. Energies are from ωB97M-V/def2-TZVPD.

Geometry (Å):
V  -1.6192  -17.4162  6.6708
Cl  0.8922  -15.5976  12.7440
C  0.7497  -15.7733  10.9858
C  -0.4915  -15.9555  10.4401
C  -0.6916  -16.1166  9.0843
N  -1.8985  -16.3808  8.4242
C  -2.9730  -15.5221  8.5592
O  -3.4508  -15.0243  9.5617
C  -3.6132  -15.2422  7.2187
C  -4.5755  -14.2437  7.1430
C  -4.9483  -13.8186  5.8986
C  -4.3734  -14.4686  4.8146
C  -3.4380  -15.4860  4.9527
N  -3.0690  -15.8548  6.1973
C  0.4113  -16.0884  8.2165
C  1.6807  -15.8951  8.7629
C  1.8435  -15.7131  10.1538
Cl  3.4593  -15.3433  10.7410
N  0.0585  -16.2608  6.8599
C  0.9617  -15.9232  5.9011
O  2.0281  -15.3240  5.9690
C  0.3771  -16.2544  4.5714
C  0.9658  -15.6970  3.4314
C  0.5116  -16.1292  2.1962
C  -0.4551  -17.0878  2.1432
C  -0.9680  -17.6287  3.2991
N  -0.5783  -17.1723  4.4946
H  -1.4083  -15.9436  11.0579
H  -4.8989  -13.7961  8.0360
H  -5.6548  -13.0296  5.7156
H  -4.6395  -14.2259  3.7951
H  -3.0090  -16.0302  4.1531
H  2.4967  -15.7889  8.1141
H  1.8111  -15.0471  3.5710
H  1.0151  -15.7756  1.2885
H  -0.8350  -17.4448  1.2076
H  -1.7430  -18.3790  3.2990
N  1.7326  -21.5366  7.8897
C  0.2461  -21.3997  8.1046
C  -0.0496  -22.2317  9.3799
P  0.0194  -19.6114  8.4708
O  -1.2100  -19.5037  9.4851
O  1.2857  -19.1599  9.0909
O  -0.4265  -18.8986  7.1660
P  -0.5077  -22.0304  6.4775
O  -0.9440  -23.5556  6.9443
O  -1.7023  -21.2334  6.1272
O  0.6843  -22.1531  5.6118
H  2.2017  -20.6169  8.2070
H  1.7914  -21.8251  6.8852
H  2.1534  -22.2531  8.4926
H  0.4749  -21.7932  10.2598
H  0.2657  -23.3064  9.3022
H  -1.1163  -22.3771  9.5282
H  -1.9880  -19.2683  8.9333
H  -1.9364  -23.4989  6.9618
Cl  -7.0505  -20.3191  4.0018
C  -5.9205  -19.7784  5.1794
C  -6.1926  -19.8399  6.5435
Cl  -7.8297  -20.2093  6.9233
C  -5.3105  -19.4336  7.4956
Cl  -5.5578  -19.4185  9.2055
C  -4.0473  -19.0407  7.0364
O  -3.0722  -18.4969  7.7990
C  -3.7675  -18.8995  5.6688
O  -2.6017  -18.3086  5.3518
C  -4.7005  -19.2481  4.7772
Cl  -4.2848  -19.1134  3.1063

Values from the calculation:
Kohn-Sham gap (alpha / beta): 6.328 / 6.866 eV
<S²>: 0.768
net charge: -1
energy relative to the best compared isomer or geometry (same formula, charge and spin): 0.3 kJ/mol
2S+1: 2

---

(4)
Here is the molecule C20H24N2O4 from OMol25. Energies are from ωB97M-V/def2-TZVPD.

Geometry (Å):
C  4.7793  2.5939  1.9097
C  5.3178  2.2351  0.5282
O  5.3230  0.8392  0.2928
C  4.1742  0.1949  -0.0170
C  2.9310  0.7906  -0.2194
C  1.8417  0.0114  -0.5551
C  1.9491  -1.3705  -0.6778
C  0.7303  -2.1330  -1.0328
O  -0.2058  -1.6201  -1.6362
N  0.7063  -3.4290  -0.6443
C  -0.4317  -4.2939  -0.8876
C  -1.5590  -3.9938  0.1186
O  -1.8019  -4.7092  1.0665
N  -2.2106  -2.8559  -0.1801
C  -3.1394  -2.2335  0.7297
C  -2.4311  -1.2635  1.7070
O  -3.1331  -0.0595  1.8877
C  -3.1192  0.8815  0.8927
C  -2.3971  0.8034  -0.2909
C  -2.4595  1.8423  -1.2067
C  -3.2326  2.9682  -0.9780
C  -3.3085  4.0841  -1.9764
C  -3.9533  3.0358  0.2111
C  -3.9001  2.0132  1.1325
C  3.1975  -1.9635  -0.4860
C  4.2904  -1.1921  -0.1655
H  3.7401  2.2922  2.0149
H  4.8519  3.6670  2.0627
H  5.3625  2.0877  2.6748
H  4.7613  2.7579  -0.2587
H  6.3700  2.5233  0.4544
H  2.7977  1.8566  -0.1270
H  0.8805  0.4743  -0.7227
H  1.4035  -3.7588  0.0025
H  -0.1170  -5.3315  -0.7787
H  -0.7908  -4.1148  -1.9044
H  -1.8169  -2.2806  -0.9233
H  -3.8782  -1.6754  0.1494
H  -3.6439  -3.0261  1.2845
H  -1.4074  -1.0704  1.3579
H  -2.3711  -1.7047  2.7042
H  -1.7794  -0.0476  -0.5284
H  -1.8899  1.7579  -2.1212
H  -2.6221  3.9141  -2.8020
H  -3.0620  5.0354  -1.5067
H  -4.3184  4.1643  -2.3781
H  -4.5644  3.9036  0.4140
H  -4.4561  2.0637  2.0555
H  3.3291  -3.0272  -0.6201
H  5.2632  -1.6367  -0.0264

Values from the calculation:
Kohn-Sham gap: 8.802 eV
structure (SMILES): CCOc1ccc(C(=O)NCC(=O)NCCOc2ccc(C)cc2)cc1
energy relative to the best compared isomer or geometry (same formula, charge and spin): 116.6 kJ/mol

---

(5)
Here is a structure of composition C4H5NS2 from OMol25. Energies are from ωB97M-V/def2-TZVPD.

Geometry (Å):
C  -1.8009  0.0747  -0.0029
C  0.4081  -0.2611  -0.3879
C  1.7691  0.0600  0.1434
C  0.4450  0.9117  0.4154
H  -0.8988  -1.9147  -0.2659
H  0.3574  0.2528  -1.3635
H  2.6326  0.1555  -0.6924
H  2.1116  -0.6732  0.8937
H  0.2118  0.4770  1.4479
N  -0.8409  -0.9206  -0.1011
S  -3.4255  0.1266  0.0694
S  -0.9694  1.7113  -0.1562

Values from the calculation:
Kohn-Sham gap: 8.855 eV
energy relative to the best compared isomer or geometry (same formula, charge and spin): 435.8 kJ/mol

---

(6)
Here is the molecule C7H6N2 from OMol25. Energies are from ωB97M-V/def2-TZVPD.

Geometry (Å):
C  -0.7295  0.1368  2.8980
C  -0.3089  0.3823  1.4929
C  0.5704  1.2347  0.8720
C  0.5520  1.6641  -0.3508
C  -0.0455  1.3759  -1.5787
C  0.1553  -0.0485  -1.5704
C  0.8248  -0.7132  -2.7219
N  -0.3920  -0.7534  -0.6556
N  -0.7980  -0.4618  0.5170
H  -1.8439  -0.1687  2.9235
H  -0.5360  0.8877  3.7306
H  -0.1158  -0.8635  3.2314
H  0.4471  -0.0477  -3.5202
H  0.3086  -1.7747  -2.7727
H  1.9113  -0.8499  -2.4950

Values from the calculation:
Kohn-Sham gap: 6.876 eV
structure (SMILES): CC1=C=C=C=C(C)N=N1
energy relative to the best compared isomer or geometry (same formula, charge and spin): 821.8 kJ/mol